Record 1
{"formula": "C6H11N", "method": "ωB97M-V with the def2-TZVPD basis set", "e_lumo_ev": 0.954, "molar_mass_g_mol": 97.16, "e_homo_ev": -10.1, "orbital_gap_ev": 11.06, "de_lowest_kcal_mol": 37.5, "fmax_ev_per_a": 1.12, "smiles": "C=C(CC)CC#N.[H][H]", "symbols": ["C", "C", "C", "C", "C", "C", "N", "H", "H", "H", "H", "H", "H", "H", "H", "H", "H", "H"], "xyz": [[1.24077, -0.73260, 0.84906], [0.43420, 0.14172, 0.25181], [-1.03174, -0.07796, -0.02939], [-1.60907, -1.39884, 0.46320], [0.97257, 1.48131, -0.21912], [0.33685, 2.58857, 0.50861], [-0.19091, 3.42905, 1.10281], [2.29120, -0.50971, 1.02016], [0.88421, -1.69785, 1.19627], [-1.59388, 0.75856, 0.40892], [-1.18114, 0.00864, -1.11645], [-1.09635, -2.25412, 0.00930], [-2.66986, -1.46766, 0.20425], [-1.52246, -1.48772, 1.55136], [0.77125, 1.61825, -1.29029], [2.05630, 1.54321, -0.07934], [0.86931, -0.85962, -2.76068], [1.03875, -1.08323, -2.07048]]}


Record 2
{"formula": "CH4FN2O", "method": "ωB97M-V with the def2-TZVPD basis set", "e_lumo_ev": 4.890, "molar_mass_g_mol": 79.05, "e_homo_ev": -1.8, "charge": -1, "orbital_gap_ev": 6.69, "de_lowest_kcal_mol": 35.0, "fmax_ev_per_a": 1.15, "symbols": ["C", "N", "N", "O", "F", "H", "H", "H", "H"], "xyz": [[0.43627, 0.50244, 0.26126], [-0.45482, 0.99198, 1.05551], [1.03954, -0.64823, 0.45068], [2.02392, -1.21620, -0.25006], [0.78982, 1.16523, -0.91516], [-1.57902, -0.85232, -1.53185], [-0.84409, 1.85231, 0.68374], [-2.18530, -0.68572, -1.07427], [0.77366, -1.10951, 1.32015]]}


Record 3
{"formula": "C5H12N2O2", "method": "ωB97M-V with the def2-TZVPD basis set", "e_lumo_ev": 0.694, "molar_mass_g_mol": 132.16, "e_homo_ev": -9.3, "orbital_gap_ev": 9.97, "de_lowest_kcal_mol": 43.6, "fmax_ev_per_a": 1.76, "smiles": "C=N[C@](C)(N)C(C)(O)O", "symbols": ["C", "N", "C", "C", "N", "C", "C", "O", "O", "H", "H", "H", "H", "H", "H", "H", "H", "H", "H", "H", "H"], "xyz": [[2.24018, 0.97407, 0.09182], [1.28457, 0.80722, -0.73972], [-0.13954, 0.67752, -0.17835], [-1.07490, 0.94698, -1.36568], [-0.40463, 1.67880, 0.84846], [-0.27592, -0.79646, 0.37865], [0.28245, -1.89271, -0.51866], [0.30092, -0.88360, 1.67487], [-1.70958, -1.07755, 0.57781], [3.26171, 1.15014, -0.28071], [2.12036, 0.98652, 1.18825], [-0.74079, 1.82216, -1.93497], [-1.11226, 0.11092, -2.06989], [-2.10648, 1.12828, -1.04345], [-1.39753, 1.86044, 0.94490], [-0.07196, 1.31019, 1.74080], [-0.23208, -2.84894, -0.37349], [0.19500, -1.70657, -1.59205], [1.33821, -2.09586, -0.31135], [0.30670, -1.83041, 1.89281], [-2.06444, -0.32112, 1.06997]]}


Record 4
{"formula": "C8H4BrIO2", "method": "ωB97M-V with the def2-TZVPD basis set", "e_lumo_ev": [0.012, -3.270], "spin_multiplicity": 3, "molar_mass_g_mol": 338.93, "e_homo_ev": [-7.6, -9.8], "orbital_gap_ev": [7.58, 6.57], "fmax_ev_per_a": 2.59, "symbols": ["C", "C", "C", "C", "C", "C", "C", "C", "O", "O", "Br", "I", "H", "H", "H", "H"], "xyz": [[1.74488, 0.86826, -0.58252], [0.60018, 1.29776, -1.41968], [1.52591, 0.08051, 0.58814], [-0.69887, 0.95401, -1.06537], [0.21173, -0.33275, 0.87084], [-0.84721, 0.13489, 0.12087], [-0.30534, -1.22216, 1.94373], [-2.00407, -0.39364, 0.73705], [0.20384, -1.73624, 2.90130], [-1.72415, -1.25204, 1.74245], [-3.73315, -0.14331, 0.21858], [0.90888, -2.61633, -2.34784], [2.62975, 1.41801, -0.92725], [0.68108, 1.99070, -2.30341], [2.38443, -0.11773, 1.22435], [-1.57790, 1.07004, -1.70123]]}


Record 5
{"formula": "C7H11N5", "method": "ωB97M-V with the def2-TZVPD basis set", "e_lumo_ev": -8.136, "molar_mass_g_mol": 165.20, "e_homo_ev": -16.7, "charge": 2, "orbital_gap_ev": 8.60, "de_lowest_kcal_mol": 0.0, "fmax_ev_per_a": 6.39, "smiles": "Cn1c[nH+]c2c1N=CNC(=[NH2+])C2", "symbols": ["C", "N", "C", "N", "C", "C", "N", "C", "N", "C", "N", "C", "H", "H", "H", "H", "H", "H", "H", "H", "H", "H", "H"], "xyz": [[-0.16157, 2.75469, -2.01669], [-0.19320, 2.01030, -0.75129], [-0.30763, 2.59050, 0.39472], [-0.14332, 1.58477, 1.36938], [0.11112, 0.38715, 0.76712], [0.08590, 0.70507, -0.65847], [0.10584, -0.20872, -1.64339], [0.08902, -1.45868, -1.64886], [0.15722, -2.34166, -0.47154], [0.21367, -2.11609, 0.86129], [0.39268, -3.17464, 1.62380], [-0.01339, -0.85153, 1.58953], [-0.78681, 3.56578, -1.89955], [0.82895, 3.05593, -2.11003], [-0.44703, 2.20262, -2.91269], [-0.37437, 3.65727, 0.47004], [-0.26656, 1.81693, 2.31699], [0.10002, -1.97960, -2.65586], [0.22591, -3.23998, -0.95684], [0.25890, -3.07954, 2.56100], [0.43623, -4.13701, 1.20284], [-0.96642, -0.72293, 2.06566], [0.65485, -1.02064, 2.50283]]}


Record 6
{"formula": "C5H6O", "method": "ωB97M-V with the def2-TZVPD basis set", "e_lumo_ev": 1.035, "molar_mass_g_mol": 82.10, "e_homo_ev": -8.5, "orbital_gap_ev": 9.49, "de_lowest_kcal_mol": 92.6, "fmax_ev_per_a": 2.29, "smiles": "C#C[C@@H]1C[C@@H]1O", "symbols": ["C", "C", "C", "C", "C", "O", "H", "H", "H", "H", "H", "H"], "xyz": [[-2.01282, 1.20151, -0.63645], [-0.93649, 1.03794, -0.10873], [0.29726, 0.69359, 0.53194], [1.37814, 0.06742, -0.31912], [0.65630, -0.91365, 0.48542], [-0.31436, -1.76895, 0.05289], [-2.98237, 1.39057, -1.04373], [0.21697, 0.36894, 1.56153], [1.10895, -0.02645, -1.36696], [2.42040, 0.28777, -0.12601], [1.19948, -1.31064, 1.35388], [-1.00322, -1.21638, -0.35520]]}